{"formula": "CO3S3", "method": "wB97M-V/def2-TZVPD", "total_energy_ev": -39683.042, "homo_ev": -10.45, "symbols": ["C", "O", "O", "O", "S", "S", "S"], "positions_angstrom": [[-0.159, 1.196, -0.448], [-0.922, -1.949, 0.383], [1.422, -1.355, 0.787], [-0.322, 0.395, 0.928], [-0.376, 2.757, -0.478], [0.236, -0.050, -1.541], [0.121, -0.994, 0.369]]}

=====

{"formula": "C5H9N2S", "method": "wB97M-V/def2-TZVPD", "total_charge": 1, "total_energy_ev": -19135.765, "homo_ev": -12.81, "symbols": ["C", "C", "C", "C", "C", "N", "N", "S", "H", "H", "H", "H", "H", "H", "H", "H", "H"], "positions_angstrom": [[-0.121, 0.760, -1.066], [0.727, 1.704, -0.579], [0.577, 1.022, 1.752], [-0.249, -0.836, 0.655], [-1.089, -1.437, -1.534], [-0.539, -0.427, -0.563], [1.356, 1.614, 0.712], [-0.432, -2.309, 1.512], [-0.366, 1.099, -2.081], [1.192, 2.381, -1.184], [-0.390, 1.323, 1.885], [1.082, 0.364, 2.385], [-1.136, -1.013, -2.539], [-0.375, -2.189, -1.569], [-2.079, -1.881, -1.224], [2.418, 1.432, 0.706], [-0.576, -1.607, 2.730]]}

=====

{"formula": "C3H5NO2", "method": "wB97M-V/def2-TZVPD", "total_energy_ev": -8775.778, "homo_ev": -10.31, "symbols": ["H", "N", "C", "O", "C", "C", "O", "H", "H", "H", "H"], "positions_angstrom": [[1.029, -2.609, 0.216], [0.437, -1.913, 0.672], [0.632, -0.774, 0.165], [1.499, -0.493, -0.829], [-0.181, 0.404, 0.623], [-1.201, 0.921, -0.288], [0.048, 1.595, -0.124], [1.438, 0.467, -0.997], [-0.290, 0.532, 1.697], [-2.068, 1.445, 0.110], [-1.342, 0.424, -1.247]]}